(1)
Formula: C24H51F9N3O9Pd
Source: OMol25
Level of theory: ωB97M-V with the def2-TZVPD basis set

Structure (XYZ):
```
97
Properties=species:S:1:pos:R:3
Pd 14.3665 9.8593 -18.8906
F 11.4476 6.0172 -19.3200
F 15.1327 13.1152 -21.7569
F 9.9976 6.6044 -17.8091
F 10.6267 7.9785 -19.3186
F 18.7415 8.0626 -16.7547
F 16.6431 14.3842 -20.9020
F 18.5145 10.1497 -17.2263
F 14.5518 14.8594 -20.6643
F 19.7553 8.9211 -18.4765
O 16.2609 9.0575 -18.1183
O 17.2633 7.2290 -18.9193
O 12.6807 9.9080 -14.1756
O 12.6745 6.2726 -16.8687
O 10.8112 10.7021 -17.2908
O 14.3702 13.4600 -18.4898
O 15.3517 11.7240 -19.6205
O 16.8465 7.6484 -22.0483
O 13.2802 7.9978 -18.1491
N 12.3898 10.5441 -19.8004
N 13.8807 10.8585 -16.8268
N 14.8120 9.0175 -20.9341
C 13.2003 7.4268 -21.8105
C 11.0860 7.0115 -18.4825
C 18.5885 8.9334 -17.7782
C 12.2476 7.4659 -17.5623
C 14.5494 10.2920 -15.6366
C 14.5683 7.5900 -21.1898
C 14.6178 14.6262 -17.7614
C 18.0040 5.1365 -19.7144
C 15.9697 10.8394 -15.6087
C 10.5106 11.4664 -18.4301
C 15.5871 7.0138 -22.1794
C 12.7014 4.8313 -15.0094
C 13.8613 10.6921 -14.3530
C 12.1487 10.0428 -12.8901
C 15.4408 12.9912 -19.3485
C 9.6631 10.3069 -16.5958
C 11.7726 11.7546 -19.1729
C 17.7642 7.3183 -23.0476
C 17.3619 8.6406 -18.6872
C 11.8499 5.8069 -15.8156
C 15.4213 13.8363 -20.6664
C 18.3945 6.5773 -19.4534
C 11.5373 12.7869 -20.2771
C 13.3072 15.0259 -17.0596
H 12.8881 6.3810 -21.8410
H 16.6165 10.4480 -14.8293
H 13.1183 14.4644 -16.1464
H 19.1948 6.6081 -18.7064
H 17.4420 6.4495 -23.6380
H 11.5310 6.6298 -15.1590
H 17.2829 5.0793 -20.5374
H 12.4469 7.9018 -21.1755
H 11.7510 9.7618 -19.7427
H 16.4381 10.6923 -16.5848
H 9.9563 9.9315 -15.6146
H 9.7407 10.9819 -19.0495
H 12.7492 9.5089 -12.1425
H 15.9275 11.9464 -15.6002
H 14.6404 9.2103 -15.7459
H 13.9264 11.8783 -16.7693
H 17.5089 4.7265 -18.8353
H 13.6156 5.3332 -14.6999
H 11.7962 8.1502 -16.8029
H 12.8776 10.7219 -16.6491
H 11.1560 9.5831 -12.8778
H 12.9984 4.0411 -15.7035
H 14.5948 7.0190 -20.2626
H 12.0199 11.0934 -12.5998
H 15.8256 9.1413 -20.9044
H 15.7085 5.9249 -22.0939
H 12.5053 14.8493 -17.7883
H 16.4018 13.2027 -18.8281
H 12.4373 10.6933 -20.8062
H 13.5545 11.7471 -14.4356
H 15.3765 14.4591 -16.9801
H 14.5398 9.5916 -21.7295
H 18.7490 7.1220 -22.6246
H 12.1501 4.4087 -14.1708
H 14.5447 10.5762 -13.5041
H 10.0790 12.4365 -18.1270
H 14.9471 15.4706 -18.3732
H 12.4752 12.9585 -20.8090
H 17.6045 9.2041 -19.6227
H 13.1613 7.8823 -22.8032
H 17.8657 8.1286 -23.7863
H 9.1669 9.4834 -17.1254
H 15.2278 7.1828 -23.2125
H 10.8194 12.4002 -21.0125
H 8.9569 11.1323 -16.4444
H 10.9663 5.2966 -16.2118
H 13.2061 16.0966 -16.8658
H 11.1807 13.7601 -19.9341
H 18.7250 7.0741 -20.3703
H 12.5068 12.1918 -18.5039
H 18.8690 4.5487 -20.0264
```

For the LUMO energy (alpha / beta), the calculation gives 2.47 / 2.47 eV. As for the charge: -1. The highest occupied orbital energy (alpha / beta) is -4.54 / -5.11 eV. Its multiplicity is 3. Its frontier orbital gap (alpha / beta) is 7.015 / 7.577 eV.

---

(2)
Formula: C24H52BN2O9
Source: OMol25
Level of theory: ωB97M-V with the def2-TZVPD basis set

Structure (XYZ):
```
88
Properties=species:S:1:pos:R:3
O 3.6633 4.2111 4.1231
O -1.2304 -6.0476 -5.9575
O 4.3041 0.4050 3.2544
O -4.8208 3.4162 2.4792
O 0.8777 -1.1003 -2.7052
O 0.0096 1.2514 -1.0470
O -2.7651 1.3528 5.8303
O -0.5963 0.8132 5.6395
O 1.8882 2.7203 4.6878
N 1.2928 2.8520 -0.1775
N 0.2713 2.0648 0.0045
C 4.8527 -0.8874 3.5023
C -5.5478 2.4653 1.7172
C -1.0747 2.8633 3.4078
C 1.5679 3.6607 0.8212
C 3.0157 -0.3096 -3.6441
C -0.1654 -6.2346 -6.8726
C -5.4945 3.9438 3.6173
C 2.2876 -1.2631 -2.7135
C 1.3174 4.6612 3.0987
C 0.2174 -1.2981 -3.9511
C 0.4103 -2.6824 -4.5399
C 5.1152 0.6415 0.9332
C -1.8023 1.5430 3.6899
C -6.8513 2.9915 1.1449
C -0.4895 2.0512 1.0918
C -1.7984 1.2472 5.1662
C -0.3891 -5.5723 -8.2220
C -5.8712 2.8932 4.6453
C -0.2365 2.8829 2.1722
C -2.4924 -6.5493 -6.3642
C 6.2629 -0.8602 4.0598
C -2.5116 -8.0445 -6.6299
C 5.0060 1.2196 2.3319
C 0.8657 3.7455 2.0306
B 2.3609 3.8520 4.0174
H 2.6053 -1.0790 -1.6851
H 1.8147 5.5324 2.6823
H 5.6890 -0.2843 0.9230
H -2.8598 -5.9988 -7.2374
H 2.7376 -0.4634 -4.6865
H -7.3267 2.2243 0.5339
H 0.4839 -5.7162 -8.8588
H 0.0506 -7.3010 -6.9980
H -3.5215 -8.3640 -6.8872
H -1.3149 1.3588 1.0994
H -0.8405 -1.1346 -3.7459
H -4.8819 2.1837 0.8995
H -6.3690 4.5264 3.3116
H -0.5590 -4.5016 -8.0984
H -2.8203 1.5724 3.3190
H -1.2515 -5.9869 -8.7446
H 0.4889 5.0376 3.6899
H 2.1977 1.9023 4.2705
H -6.6688 3.8684 0.5228
H -1.2907 0.7101 3.2114
H -4.9855 2.3478 4.9748
H 6.5966 -1.8756 4.2693
H -0.4226 3.1039 4.2351
H -0.0029 1.5483 5.8463
H 2.4203 4.3050 0.6671
H 4.0923 -0.4601 -3.5639
H 4.1247 0.4228 0.5289
H -0.1587 -2.7796 -5.4640
H 4.4318 2.1523 2.2926
H -1.8016 3.6731 3.3473
H 0.7106 -5.7913 -6.3976
H -1.8553 -8.3243 -7.4545
H 1.4566 -2.8878 -4.7703
H 5.9961 1.4819 2.7196
H 4.8038 -1.4982 2.5955
H -5.7256 1.5585 2.3067
H 4.1810 -1.3469 4.2259
H -2.1880 -8.5935 -5.7448
H -3.1692 -6.3183 -5.5416
H 6.2978 -0.2856 4.9859
H 6.9745 -0.4154 3.3631
H 2.5498 -2.3009 -2.9403
H -7.5558 3.2768 1.9260
H 5.6142 1.3492 0.2712
H 4.1760 3.4132 3.9463
H 0.0683 -3.4481 -3.8432
H -6.3276 3.3597 5.5179
H 0.5203 -0.5262 -4.6659
H -6.5795 2.1616 4.2543
H -4.7912 4.6493 4.0609
H -0.0505 0.3364 -0.7244
H 2.7870 0.7262 -3.3877
```

For the LUMO energy, the calculation gives -4.41 eV. As for the charge: +1. The highest occupied orbital energy is -11.03 eV. Its frontier orbital gap is 6.613 eV.

---

(3)
Formula: C24H52BrF3N4O11P2S2Si
Source: OMol25
Level of theory: ωB97M-V with the def2-TZVPD basis set

Structure (XYZ):
```
100
Properties=species:S:1:pos:R:3
Br 1.8833 -3.0971 1.6306
S 3.3519 1.5274 -0.8279
S 0.3984 4.1720 -4.9162
P 0.2301 0.1732 -4.1971
P -0.3443 3.5000 -3.2684
Si -3.2826 0.1638 -0.4643
F -6.1605 -4.7998 3.8912
F -4.4580 -5.9579 4.5382
F -4.5578 -3.8356 4.9573
O 0.8045 4.8573 0.2508
O 1.4901 -0.0381 -4.9023
O -0.7081 -1.1182 -4.1086
O -0.6576 1.1855 -5.0470
O -1.7772 2.8074 -3.3134
O -2.0062 -0.6377 -1.2258
O -2.8019 -5.0155 2.5420
O 0.5149 -0.8476 2.3927
O -4.2818 -3.2340 2.2779
O -0.6774 4.7545 -2.3312
O 2.4612 -3.2627 -2.1842
N 0.8373 1.6533 0.1144
N 3.1664 2.7046 2.1237
N 1.3656 3.8770 3.0753
N 1.8614 1.6602 3.7413
C 0.4133 0.8084 -2.5006
C 4.0921 -4.6868 -1.1139
C -3.8470 -0.6933 1.0598
C -4.6729 0.2006 -1.7268
C 2.4570 -0.8282 -2.2894
C -1.5849 -4.4252 4.6203
C 1.5801 4.0127 -0.5645
C -1.7663 -4.2645 3.1144
C 1.8127 2.5721 2.5659
C 1.7920 0.5916 -0.3127
C 1.2489 -0.1734 -1.5673
C 3.7985 -3.7322 -2.2720
C -2.7774 1.9690 -0.1857
C 2.2248 -2.1474 -3.0450
C -4.1760 -4.4824 2.6209
C 0.7413 2.7955 -0.8773
C 0.7076 2.0727 1.5771
C -0.9301 -1.0167 -0.3523
C 1.4585 6.0748 0.5568
C -4.8180 -4.7556 4.0109
C 1.4115 -1.1929 1.6590
C 2.3148 -0.2995 0.8299
C 0.7550 2.3257 -2.3649
C 0.2968 -1.3209 -1.1937
H 3.1332 -0.9035 0.4667
H -1.2309 -1.9454 0.1349
H 3.7919 2.3132 2.8077
H -4.5468 -0.6172 -2.4331
H -0.8543 -4.6377 2.6311
H -0.1002 5.4731 -2.6110
H 0.8810 -2.0990 -0.7090
H 3.8970 -4.2524 -3.2232
H -2.4470 3.4994 -3.3826
H -2.3001 -3.8280 5.1800
H 0.9599 1.6915 4.2031
H 1.4912 6.2057 1.6332
H 2.5662 3.8057 -0.1578
H -5.6406 0.1109 -1.2480
H 3.2209 -1.1228 -1.5769
H 1.2625 -2.2734 -3.5165
H -3.6158 2.5421 0.1905
H -0.0726 1.2018 -0.0223
H 2.9600 -2.1791 -3.8453
H -0.0407 2.8584 1.5286
H 3.2306 -4.8052 -0.4715
H -1.8523 -3.2039 2.8408
H -0.6087 0.7486 -2.1017
H -0.5839 -4.0914 4.9136
H 4.9349 -4.3150 -0.5395
H 0.9350 6.9130 0.1051
H -1.4081 -1.0041 -3.4462
H 4.5080 -2.9044 -2.2313
H -4.6428 1.1213 -2.3082
H -3.0688 -0.8206 1.8051
H -4.2492 -1.6696 0.7900
H 2.4856 6.0973 0.1952
H 2.8112 0.3624 1.5406
H 2.1117 4.1997 3.6744
H -0.2764 3.1439 -0.7086
H -2.4701 2.3866 -1.1449
H -4.6800 -0.1362 1.4825
H -1.5918 1.1381 -4.8155
H 2.9262 -0.1446 -2.9822
H 3.4248 3.6500 1.8963
H -1.7093 -5.4676 4.9125
H -0.8042 -0.3119 0.4757
H 4.2732 0.5753 -0.6835
H -0.1182 -1.8128 -2.0608
H 1.7462 2.4902 -2.7775
H 4.4145 -5.6414 -1.5146
H -4.6996 -5.2303 1.9805
H 1.7509 4.5269 -1.5163
H 0.5200 3.7937 3.6256
H 0.1745 1.2605 2.0569
H -1.9354 2.0248 0.5027
H 1.9524 0.6876 3.4567
```

For the LUMO energy, the calculation gives -0.94 eV. As for the charge: 0. The highest occupied orbital energy is -5.96 eV. Its frontier orbital gap is 5.017 eV.

---

(4)
Formula: C24H52NO16P
Source: OMol25
Level of theory: ωB97M-V with the def2-TZVPD basis set

Structure (XYZ):
```
94
Properties=species:S:1:pos:R:3
P -0.0465 2.9747 -1.1220
O 2.7127 -0.2958 3.9965
O 4.3874 3.2780 1.9529
O -1.0265 2.0307 -1.8945
O -5.4980 1.1822 -3.1295
O -0.0930 4.1973 -1.8838
O 1.2985 2.3152 -0.9424
O -1.2293 -2.4729 -1.3106
O -4.3514 0.7180 1.5026
O 1.4341 -1.2807 2.5024
O -0.7398 2.9799 0.0925
O 4.3637 -2.1586 -0.6678
O 2.2824 -2.7414 -1.2237
O 4.1890 5.3633 2.5607
O -7.4922 1.9051 -2.1684
O -0.8530 -3.1863 -3.4320
O -2.6399 -0.6907 1.9447
N -0.2373 -0.0038 0.0878
C -0.9141 -3.3793 -1.9791
C -6.7415 1.8125 -3.1024
C 1.5693 -0.3931 3.2570
C -0.9235 -1.9256 -3.9013
C 3.7603 4.4501 1.8857
C 4.0428 2.1085 1.2810
C -3.7142 1.9550 1.7761
C -4.7313 -1.7124 1.2306
C -0.8050 -4.8537 -1.7058
C -4.6596 3.1139 2.1683
C 3.0902 -0.6111 -1.9176
C -3.6735 -0.1972 -1.9848
C 4.7735 -1.0758 5.0772
C -3.7683 -0.4985 1.5829
C 2.5726 4.5909 0.9529
C -0.8198 -1.9945 -5.5123
C 4.7169 0.7445 1.5696
C 0.6932 0.8111 3.3189
C 4.6790 -3.2380 0.1490
C -5.0841 0.5332 -1.9543
C 6.1240 -3.1941 0.6502
C 3.5737 -1.3866 4.1109
C -7.0079 2.4770 -4.3515
C 3.1791 -1.9420 -1.2284
H -5.7543 -0.2866 -1.4863
H -3.7578 -1.0867 -2.8043
H -7.3138 3.5515 -4.2698
H 6.1471 -2.3681 1.3459
H -1.8365 -5.2072 -1.9749
H 5.6609 0.7027 1.0990
H 1.0564 0.8815 4.4840
H 5.0274 0.7510 2.6657
H 3.9759 2.3201 0.1703
H 6.8134 -3.0740 -0.1769
H 0.9942 1.7751 2.8166
H 5.4533 -1.9767 5.0962
H -0.3750 0.0677 -0.8804
H -3.1161 -0.3680 -1.0232
H 2.8727 -2.3037 4.3732
H 2.7173 4.2237 0.0759
H -0.4406 -0.9313 0.5311
H -5.4669 3.1462 1.3847
H -0.9387 0.6548 0.3387
H 3.9755 -0.0277 -1.8205
H -7.7141 1.8334 -4.7768
H -2.7751 2.3261 1.2191
H -0.4155 0.7294 3.4283
H -4.3633 4.1603 2.3240
H -4.3460 -2.6783 1.5793
H -4.9044 1.3841 -1.1924
H 2.8872 1.8919 1.4397
H -2.8788 0.4455 -2.5743
H 2.9840 -0.9303 -2.9687
H 2.2125 -0.0730 -1.3339
H 2.2368 5.4606 0.7486
H 6.5402 -4.0238 1.3132
H 0.6407 0.4278 0.4112
H 4.1867 -0.9321 5.8880
H -3.0845 1.9742 2.5862
H -0.2529 -5.3711 -2.2035
H 1.6305 3.9802 1.0682
H -1.6104 -2.3369 -5.8467
H 4.7353 -4.1865 -0.3663
H 4.1645 -0.1963 1.2243
H -5.1566 -1.5635 0.3466
H -0.7911 -1.1029 -5.8105
H 5.2225 -0.1429 4.8886
H 3.9923 -3.2120 0.9755
H -5.9476 2.8533 -4.8123
H -0.0473 -2.5284 -5.8328
H -5.4045 3.1008 3.0444
H -5.5941 -1.9200 1.7860
H 0.0476 -1.5650 -3.5940
H -1.6863 -1.4206 -3.5129
H 3.9807 -2.0953 3.1245
H -0.5759 -5.0417 -0.7538
```

For the LUMO energy, the calculation gives 3.74 eV. As for the charge: -2. The highest occupied orbital energy is 1.53 eV. Its frontier orbital gap is 2.202 eV.

---

(5)
Formula: C24H52O15S2
Source: OMol25
Level of theory: ωB97M-V with the def2-TZVPD basis set

Structure (XYZ):
```
93
Properties=species:S:1:pos:R:3
S 3.8532 1.6694 3.7367
S -5.4378 1.8859 0.0555
O 0.4249 0.7633 0.8852
O 2.9237 -5.3781 0.5134
O 0.3128 -1.1081 -4.1431
O -0.0412 0.6831 -5.3181
O -4.9747 1.6068 -1.4274
O 3.4512 -3.6325 1.6403
O -3.0941 -2.5395 4.2396
O 4.5155 0.9597 2.6867
O 3.1158 2.9419 3.1445
O 2.7624 2.2121 -1.3521
O -1.7556 -0.6486 -4.8538
O 2.2326 -3.4637 -0.1748
O -5.2074 3.2611 0.3534
O -4.8028 0.9214 0.8949
O 4.5801 2.1500 4.8512
C -3.4036 -3.6818 3.4490
C 2.4573 0.6951 4.3177
C -3.5394 -1.3836 3.5621
C 2.8226 -4.0953 0.6046
C -4.3273 -1.8579 2.3275
C -7.1651 1.4959 -0.0909
C 2.4938 4.3252 1.3335
C -0.6020 -0.3829 -4.7941
C -3.2208 2.6394 -2.6170
C -0.0322 -2.3466 -3.5968
C 3.0958 0.8455 -1.1040
C -0.1637 1.4438 -0.2197
C 1.3106 0.9467 -4.9669
C -0.3383 -0.4080 1.1832
C 2.3478 2.9207 1.8970
C 3.8068 2.8148 -2.0875
C 4.3084 1.6974 -3.0135
C 3.7220 -6.1241 1.4397
C -0.8056 -0.8577 -0.1925
C -1.2203 0.4721 -0.8016
C -4.7135 2.6414 -2.3602
C 3.4677 -2.2387 1.8596
C -4.6242 -3.3152 2.6159
C 4.0543 0.4037 -2.2332
H -3.6720 -1.7714 1.4459
H 4.9851 -0.0060 -1.8413
H 1.5108 1.9642 -5.2843
H -7.6355 1.9552 0.7747
H 1.7749 0.6662 3.4725
H 0.1533 -1.1618 1.7990
H 3.6253 -0.3800 -2.8594
H 3.4153 -1.6504 0.9493
H 3.7302 1.7159 -3.9403
H -1.2330 -0.1546 1.7813
H -0.0205 -1.3120 -0.8028
H -5.1296 -1.1734 2.0686
H -0.6325 2.4026 0.0243
H 2.0783 1.0860 5.2520
H -5.5101 -3.3362 3.2595
H -7.1769 0.4093 -0.0518
H 2.6553 -1.9436 2.5294
H 5.3461 1.8592 -3.3074
H 2.9042 -0.2791 4.5153
H 4.3538 -1.9769 2.4338
H -4.2323 -0.7677 4.1476
H -5.2997 2.5151 -3.2665
H 3.6398 0.7363 -0.1567
H 3.6995 -7.1524 1.0936
H 2.0934 5.0302 2.0629
H -4.7574 -3.9669 1.7571
H -0.0122 -3.1792 -4.2957
H 1.3348 2.7115 2.2148
H -0.9272 -2.2751 -2.9902
H -2.8882 1.6525 -2.9305
H -2.7120 -0.7266 3.2893
H -4.9583 3.6257 -1.9551
H -2.9886 3.4183 -3.3439
H -3.5497 -4.5457 4.0959
H -2.5709 -3.9337 2.7732
H 0.5674 1.6224 -1.0133
H 2.1501 0.3087 -1.0426
H 3.2101 -6.1742 2.4099
H -1.6414 -1.5618 -0.1467
H 4.7013 -5.6770 1.5751
H 2.0138 0.2533 -5.4361
H -1.2703 0.5445 -1.8884
H 2.8801 2.2915 1.1867
H -7.5827 1.8406 -1.0271
H 0.7905 -2.5759 -2.9294
H 3.5629 4.4916 1.1852
H -2.2549 0.6428 -0.4789
H 4.6376 3.1569 -1.4565
H 1.4943 0.8316 -3.8981
H -2.7058 2.8678 -1.6824
H 3.4224 3.6443 -2.6765
H 2.0417 4.5035 0.3606
```

For the LUMO energy, the calculation gives 0.44 eV. As for the charge: 0. As for the SMILES: CCOS(C)(=O)=O.CCOS(C)(=O)=O.COC(=O)OC.COC(=O)OC.C1CCOC1.C1CCOC1.C1CCOC1. The highest occupied orbital energy is -9.42 eV. Its frontier orbital gap is 9.863 eV.